186
Properties=species:S:1:pos:R:3:forces:R:3 method="wB97M-V/def2-TZVPD" gap_ev="7.802 / 8.855" e_tot_ev=-234705.1248 homo_ev="-7.7 / -9.2" spin_multiplicity=3 fmax_ev_per_a=4.5 s_squared=2.0045
Pt -1.573552 -2.963355 -0.898230 0.04 0.83 0.50
C -3.660864 -5.406502 -4.397905 1.79 -3.21 1.20
F -4.729035 -4.733022 -4.258552 -1.91 1.96 0.64
F -4.053708 -6.719059 -4.434216 0.26 0.19 -0.55
F -3.074447 -5.090792 -5.524639 0.42 0.22 -0.77
S -2.408403 -5.380475 -2.967348 -1.56 2.10 0.84
O -2.521347 -3.897841 -2.654090 -0.44 -1.60 -0.31
O -2.942939 -6.261569 -1.921244 0.54 1.03 -1.66
O -1.133592 -5.661342 -3.520750 0.79 -0.93 -0.45
As 1.304846 0.753770 0.327893 2.44 -1.08 1.68
F 3.042247 0.757804 0.749036 -0.98 0.17 -0.36
F 1.652651 0.477596 -1.325254 0.26 0.28 -1.14
F -0.351249 0.867420 -0.011065 -1.42 -0.37 -0.24
F 0.934887 0.980396 2.047193 0.17 -0.32 -0.89
F 1.402044 2.436364 0.072937 0.23 0.78 -0.12
F 1.378356 -0.992539 0.434799 -0.63 0.34 0.71
N -3.375390 -1.781563 -0.952129 0.61 -0.45 0.40
C -4.561234 -2.373557 -0.943407 0.34 0.30 -0.44
C -5.691528 -1.598228 -0.882077 -1.00 0.66 0.67
C -5.568794 -0.218838 -0.778769 0.75 0.09 0.03
C -4.280392 0.379140 -0.779048 -2.96 0.60 -0.17
C -3.233062 -0.443134 -0.860895 1.82 -1.61 0.25
H -4.597883 -3.454688 -1.021230 0.16 0.09 0.02
H -6.674393 -2.050253 -0.769746 0.19 -0.02 -0.28
H -6.469808 0.368530 -0.641439 0.16 0.13 -0.14
H -4.163186 1.450160 -0.739357 0.07 0.03 0.12
H -2.190312 -0.138783 -0.746229 -0.47 0.26 -0.31
N 0.265450 -3.988126 -0.987609 -1.65 1.07 -0.48
C 0.532054 -4.895308 -0.084001 -0.19 -0.73 0.44
C 1.652335 -5.652963 -0.145705 1.46 -0.77 -0.44
C 2.521189 -5.471744 -1.207416 -0.65 0.48 -0.45
C 2.223125 -4.471584 -2.155866 0.88 -1.91 0.68
C 1.049872 -3.782785 -2.035950 1.62 0.69 0.14
H -0.181006 -5.140652 0.673469 -0.25 0.51 0.32
H 1.836337 -6.399358 0.605246 -0.02 -0.11 0.18
H 3.347543 -6.151251 -1.329067 0.38 0.15 -0.04
H 2.904340 -4.348754 -2.978504 -0.08 0.36 -0.27
H 0.950163 -2.945074 -2.707020 -0.91 0.05 -0.05
N 6.024759 1.588775 3.263779 -0.35 0.24 1.52
C 5.413949 2.618198 2.642299 1.43 -1.38 -0.92
C 4.131010 2.994657 2.859505 -1.11 0.71 0.46
C 3.388965 2.304308 3.814537 -0.73 0.91 -0.41
C 3.967174 1.263587 4.455399 0.95 -1.33 1.39
C 5.321386 0.993067 4.258319 0.81 0.20 -0.44
H 5.999719 3.100772 1.852888 -0.13 -0.12 0.30
H 3.762603 3.837308 2.292107 -0.31 0.04 0.08
H 2.399120 2.587227 4.168419 -0.04 0.06 -0.68
H 3.419182 0.673193 5.189327 0.06 0.29 -0.03
H 5.886584 0.364433 5.008431 -0.66 0.30 -1.34
N 2.305253 -2.014564 -4.549701 1.54 0.26 -0.33
C 3.475950 -1.335440 -4.357006 -1.38 0.12 0.00
C 4.479203 -1.323197 -5.301972 0.14 0.29 -0.41
C 4.324184 -2.051889 -6.497306 0.55 0.50 0.30
C 3.178753 -2.767649 -6.708691 -0.85 -0.10 1.41
C 2.216282 -2.713374 -5.684881 -0.59 0.15 0.50
H 3.494313 -0.700329 -3.452288 0.22 -0.56 -0.47
H 5.331548 -0.661208 -5.152524 -0.03 -0.39 -0.02
H 5.089884 -2.034159 -7.260868 0.14 0.07 0.08
H 2.992838 -3.397574 -7.552404 0.06 -0.06 -0.48
H 1.255962 -3.220663 -5.731694 0.16 -0.28 -0.51
C -5.527713 -5.989081 1.344044 -0.33 -0.40 0.44
C -4.418145 -6.940692 1.709394 0.74 -1.38 -0.04
C -3.231361 -7.015049 0.728764 0.26 0.82 0.68
C -2.756528 -5.641125 0.542638 -0.08 -2.12 0.59
N -2.402017 -4.563837 0.580428 0.31 1.84 -0.31
H -6.074733 -5.817423 2.277602 -0.20 0.28 -0.37
H -6.150546 -6.577952 0.694017 -0.68 0.43 -0.60
H -5.239191 -5.032108 0.893323 0.06 -0.31 0.14
H -4.796113 -7.985599 1.709045 -0.07 0.64 0.32
H -4.077591 -6.730680 2.719390 0.39 -0.03 0.05
H -3.481460 -7.361485 -0.248193 -0.55 -0.33 -0.56
H -2.417012 -7.671574 1.074950 -0.20 0.46 0.12
C -4.662386 -0.010180 2.728963 1.12 -0.13 -1.47
C -3.534993 1.031656 2.537257 -0.70 1.09 -1.35
C -2.119828 0.573491 2.602678 1.05 -1.84 0.26
C -1.793108 -0.701374 1.900281 0.34 -0.38 -0.30
N -1.463344 -1.690676 1.391077 -0.44 1.02 0.49
H -5.613941 0.485966 2.564721 -0.19 -0.16 0.19
H -4.584717 -0.480682 3.680456 -0.22 -0.08 0.97
H -4.571137 -0.871423 2.001915 -0.05 1.01 0.40
H -3.537378 1.836860 3.274873 -0.59 -0.07 0.15
H -3.632488 1.575101 1.571402 -0.38 -0.40 0.46
H -1.935992 0.333546 3.641656 0.46 -0.10 0.40
H -1.360677 1.302902 2.312794 -0.29 0.06 -0.03
C 0.939229 1.577013 -4.472475 0.60 -1.38 0.18
C 0.034836 0.571924 -5.210712 1.12 0.78 -1.77
C -1.223458 0.039339 -4.639013 -0.75 -0.49 0.79
C -0.975429 -0.707510 -3.416294 0.12 -0.58 1.37
N -0.789976 -1.265102 -2.422439 -0.21 0.26 -0.90
H 1.430360 1.148134 -3.603261 -0.12 -0.36 0.22
H 0.534635 2.503897 -4.106520 -0.66 0.41 -0.29
H 1.758334 1.779471 -5.157525 0.03 0.39 -0.09
H 0.598941 -0.282928 -5.597846 0.41 0.14 0.54
H -0.224154 1.056555 -6.152183 -0.36 0.22 -0.11
H -1.722507 -0.668528 -5.318410 0.12 0.33 0.03
H -1.931331 0.819221 -4.379703 -0.20 0.09 0.00
C -0.921793 2.906837 6.353856 -0.08 -1.14 1.19
C -0.051542 2.269646 7.530203 -0.48 0.81 0.09
O 0.775591 1.361646 6.823321 0.34 -0.21 -0.07
C 0.227087 1.055818 5.623555 0.60 -0.03 0.57
O 0.611851 0.147009 4.952946 -0.15 -0.10 -0.18
O -0.732150 1.909379 5.311282 -0.72 0.84 0.01
H -0.493201 3.870106 6.050226 -0.29 -0.33 -0.17
H -2.022627 2.975247 6.575382 1.25 0.02 -0.28
H -0.573473 1.676945 8.308281 -0.23 0.51 -0.62
H 0.572195 3.027301 8.057670 -0.35 -0.53 -0.57
C 2.600849 7.829590 -1.777796 -1.37 -1.47 -0.07
C 4.062807 7.501816 -1.572039 0.76 0.16 1.59
O 4.068123 6.290537 -0.783011 0.13 0.14 -1.04
C 2.811741 5.939629 -0.517291 1.22 -1.49 1.43
O 2.578655 4.921192 0.076713 -0.58 0.16 -0.03
O 1.957985 6.849093 -0.868114 -1.20 1.63 -0.97
H 2.206042 7.537750 -2.775726 0.64 0.38 0.48
H 2.222222 8.808931 -1.514135 0.29 0.13 0.18
H 4.656634 8.166425 -0.924436 -0.44 0.41 -0.73
H 4.546077 7.276725 -2.484559 0.62 0.02 -0.95
C 1.215169 -2.825227 4.735363 0.48 0.16 0.87
C 1.362621 -2.313446 3.318568 0.19 0.68 -1.23
O 0.964916 -3.472799 2.561953 -0.57 -0.32 -0.94
C 1.044107 -4.570247 3.286330 0.08 -2.00 0.16
O 0.885851 -5.725421 2.894188 0.16 2.29 0.63
O 1.351363 -4.256376 4.563995 -0.25 -0.19 -0.07
H 0.238207 -2.628759 5.185582 0.19 0.07 -0.17
H 2.004187 -2.528910 5.460384 -0.57 0.06 -0.71
H 2.395719 -2.134486 2.990212 -0.08 0.16 0.51
H 0.761332 -1.456202 2.924138 0.37 -0.80 0.95
C 5.243727 2.835186 -2.625555 0.23 -0.73 0.03
C 3.796965 2.737953 -2.060227 0.69 0.82 -1.33
O 3.108681 3.665841 -3.014856 0.19 -0.15 0.71
C 3.996370 4.530483 -3.550062 -0.13 0.30 -0.15
O 3.691841 5.573640 -4.112885 0.72 -1.87 1.00
O 5.260696 4.055302 -3.372322 -0.77 1.22 -0.12
H 5.494085 2.047995 -3.367440 -0.28 0.16 0.65
H 6.055203 2.881952 -1.868095 -0.73 -0.05 -0.40
H 3.685349 3.139891 -1.058654 -0.03 0.10 0.02
H 3.339124 1.751541 -2.119525 0.05 0.23 -0.15
C -1.672555 2.936968 -2.159974 0.35 1.20 -1.10
C -0.656620 4.141633 -1.982995 -0.73 -0.78 0.05
O -1.320256 4.905826 -0.965539 0.25 0.89 0.73
C -2.422038 4.322681 -0.436001 1.76 -1.78 -3.78
O -3.129826 4.716753 0.392361 -1.09 0.95 1.98
O -2.656983 3.171585 -1.164029 -0.23 0.00 0.55
H -1.179824 2.012750 -1.993882 0.40 -0.94 0.45
H -2.169182 2.866321 -3.166576 0.53 0.49 1.05
H -0.556638 4.744704 -2.889690 -0.20 0.05 0.20
H 0.365001 3.878147 -1.639953 -0.74 -0.13 -0.02
C -2.849493 -3.335491 4.360174 0.12 -1.25 -0.02
C -2.226783 -3.990702 5.611856 -0.05 -1.74 -0.27
O -1.754063 -2.933813 6.378780 0.00 1.83 0.06
C -2.310220 -1.751640 5.904333 -0.17 -3.19 0.02
O -2.272536 -0.749740 6.492355 0.27 2.25 0.64
O -2.977328 -2.016340 4.769061 -0.35 2.05 0.33
H -3.836128 -3.772304 4.219744 -0.09 0.16 -0.33
H -2.302763 -3.310029 3.410048 0.19 -0.53 0.30
H -1.392665 -4.671820 5.435008 -0.06 0.03 -0.32
H -2.972972 -4.559828 6.211757 0.24 0.42 -0.48
C -6.142029 3.434859 -5.295206 -0.07 -0.99 -1.53
C -4.761667 4.008261 -5.610530 0.76 0.50 0.05
O -3.933443 3.255989 -4.731420 0.68 -0.47 0.60
C -4.532205 2.115224 -4.321166 -1.31 1.45 -1.88
O -3.995762 1.263949 -3.714762 0.01 -0.86 0.63
O -5.816874 2.119501 -4.830373 0.85 -0.49 1.28
H -6.786115 3.212353 -6.165174 0.32 0.72 0.32
H -6.688219 3.979124 -4.539824 -0.03 0.21 0.26
H -4.583394 5.033091 -5.307338 -0.54 0.31 -0.01
H -4.310631 3.924767 -6.617330 -0.86 -0.36 0.20
C 6.412097 -1.711786 1.899354 -0.95 0.93 -1.65
C 5.320848 -0.976548 1.045752 1.17 0.04 0.16
O 6.155896 -0.413770 0.009892 -1.20 0.62 -0.42
C 7.317193 -1.046304 -0.092653 -0.11 0.85 0.41
O 8.151381 -0.767624 -0.895395 0.24 -0.46 -0.31
O 7.419407 -1.930129 0.893871 0.75 -1.34 0.82
H 6.056682 -2.637424 2.300526 0.10 -0.62 0.18
H 6.834978 -1.063450 2.659303 -0.09 0.09 0.14
H 4.870432 -0.147928 1.553009 -0.20 0.26 0.36
H 4.523855 -1.551472 0.564001 0.32 -0.35 0.27
C 0.338047 4.357591 1.992840 -0.25 0.03 -1.22
C 0.234142 5.847150 2.133454 0.51 2.21 -1.04
O -1.108134 6.109613 2.568624 -0.01 -0.31 -0.20
C -1.600859 4.969261 3.093498 1.38 0.59 -0.56
O -2.560492 4.915029 3.779464 -0.81 -0.51 0.39
O -0.766211 3.949543 2.791989 -0.69 -1.17 0.51
H 1.254477 3.881530 2.318776 0.04 0.10 0.38
H 0.230551 4.045970 0.922200 -0.29 0.27 1.11
H 0.434729 6.399852 1.197155 -0.50 -0.56 0.14
H 0.859588 6.395000 2.828623 0.51 -0.62 0.63